# 1
{"formula": "CH6HfN2OP", "method": "ωB97M-V/def2-TZVPD", "species": ["C", "P", "O", "N", "N", "H", "H", "H", "H", "H", "H", "Hf"], "positions_angstrom": [[1.531, 0.591, 0.106], [0.091, -0.394, -0.187], [0.198, -1.730, 0.636], [-1.347, 0.403, 0.653], [-2.437, 0.505, 0.152], [2.270, 0.636, -0.893], [2.047, 0.151, 0.971], [1.349, 1.654, 0.264], [0.208, -2.572, 0.138], [-3.197, 0.841, 0.781], [-2.620, 0.662, -0.857], [1.907, -0.746, -1.765]], "mulliken_charge": [-0.69, 0.58, -0.43, 0.05, 0.01, 0.22, 0.42, 0.39, 0.43, 0.37, 0.34, 1.33], "de_lowest_kcal_mol": 0.0, "max_force_ev_per_a": 4.75, "charge": 3}

# 2
{"formula": "C5H12NS2", "method": "ωB97M-V/def2-TZVPD", "species": ["C", "C", "C", "C", "C", "N", "S", "S", "H", "H", "H", "H", "H", "H", "H", "H", "H", "H", "H", "H"], "positions_angstrom": [[-1.101, 1.043, 1.198], [-0.126, 0.260, 2.046], [0.998, 0.135, -0.245], [-0.306, -1.583, -1.634], [0.597, -1.302, -0.470], [-0.543, 1.271, -0.137], [1.515, 0.572, 1.364], [1.817, 0.698, -1.671], [-2.171, 0.685, 1.165], [-1.135, 1.970, 1.607], [-0.138, 0.603, 3.083], [-0.493, -0.819, 2.088], [-1.402, -1.713, -1.306], [-0.174, -2.556, -2.219], [-0.108, -0.897, -2.413], [1.590, -1.702, -0.641], [0.311, -1.846, 0.449], [-1.246, 1.186, -0.792], [-0.024, 2.143, -0.358], [2.140, 1.855, -1.115]], "mulliken_charge": [-0.58, -0.57, 0.21, -1.19, -0.73, -0.36, 0.24, -0.01, 0.35, 0.43, 0.46, 0.26, 0.26, 0.36, 0.38, 0.42, 0.34, 0.26, 0.33, 0.15], "multiplicity": 3, "de_lowest_kcal_mol": 35.0, "max_force_ev_per_a": 3.37, "charge": 1}

# 3
{"formula": "C33H30CoI2N2O3S", "method": "ωB97M-V/def2-TZVPD", "species": ["Co", "I", "C", "C", "C", "I", "C", "O", "C", "C", "N", "C", "C", "C", "C", "C", "C", "N", "C", "H", "H", "H", "H", "H", "H", "H", "H", "H", "H", "H", "C", "C", "C", "C", "C", "C", "C", "O", "C", "C", "C", "H", "H", "H", "H", "H", "H", "H", "H", "H", "H", "H", "H", "C", "C", "O", "S", "C", "C", "C", "C", "C", "C", "C", "C", "H", "H", "H", "H", "H", "H", "H"], "positions_angstrom": [[-1.569, -0.548, 0.589], [-5.464, -1.907, -5.839], [-4.222, -1.857, -4.170], [-2.981, -2.478, -4.214], [-2.164, -2.415, -3.099], [-0.287, -3.317, -3.133], [-2.541, -1.750, -1.918], [-1.731, -1.715, -0.896], [-3.815, -1.149, -1.897], [-4.309, -0.457, -0.652], [-3.281, 0.421, -0.063], [-3.726, 1.202, 1.118], [-2.546, 1.185, 2.088], [-2.656, 2.117, 3.264], [-2.376, 1.647, 4.483], [-1.983, 0.265, 4.701], [-1.967, -0.569, 3.638], [-2.307, -0.228, 2.364], [-4.632, -1.200, -3.021], [-2.655, -3.005, -5.100], [-4.590, -1.173, 0.123], [-5.196, 0.124, -0.916], [-2.959, 1.070, -0.775], [-4.562, 0.689, 1.590], [-4.026, 2.220, 0.862], [-2.923, 3.149, 3.072], [-2.443, 2.314, 5.335], [-1.744, -0.101, 5.688], [-1.710, -1.615, 3.773], [-5.604, -0.721, -2.990], [4.285, -6.348, 0.977], [3.423, -5.129, 0.791], [2.150, -5.067, 1.341], [1.337, -3.951, 1.187], [-0.049, -3.972, 1.776], [1.840, -2.868, 0.444], [1.074, -1.640, 0.306], [0.193, -1.285, 1.080], [3.111, -2.926, -0.162], [3.658, -1.789, -0.994], [3.886, -4.055, 0.034], [3.859, -7.028, 1.713], [5.288, -6.069, 1.302], [4.386, -6.890, 0.034], [1.775, -5.911, 1.909], [-0.327, -4.996, 2.022], [-0.785, -3.563, 1.083], [-0.098, -3.368, 2.683], [1.322, -0.985, -0.542], [3.023, -1.584, -1.858], [4.649, -2.043, -1.365], [3.744, -0.865, -0.419], [4.873, -4.103, -0.412], [3.273, 8.422, -2.397], [2.668, 7.259, -1.650], [1.645, 7.319, -1.033], [3.655, 5.760, -1.822], [2.590, 4.594, -1.029], [1.884, 3.675, -1.798], [0.939, 2.855, -1.204], [0.691, 2.946, 0.165], [1.462, 3.810, 0.945], [2.401, 4.634, 0.349], [-0.427, 2.262, 0.764], [-1.339, 1.641, 1.257], [3.054, 9.343, -1.863], [2.803, 8.470, -3.381], [4.348, 8.303, -2.533], [2.059, 3.621, -2.864], [0.374, 2.152, -1.804], [1.298, 3.843, 2.014], [2.972, 5.331, 0.948]], "mulliken_charge": [-0.09, 0.05, -0.39, -0.52, -0.23, 0.04, 0.12, -0.19, 0.62, -0.87, 0.29, -1.47, 2.90, -1.82, -0.08, -0.97, -0.26, -0.31, -0.82, 0.37, 0.40, 0.35, 0.19, 0.49, 0.40, 0.44, 0.43, 0.40, 0.33, 0.38, -1.49, 0.60, -0.91, 0.55, -1.27, 0.76, 0.17, -0.41, 0.77, -1.73, -0.78, 0.36, 0.37, 0.31, 0.33, 0.41, 0.11, 0.23, 0.37, 0.34, 0.37, 0.37, 0.36, -1.07, 0.73, -0.51, -0.24, 0.07, -0.56, -0.47, -0.07, -0.58, -0.47, 0.42, -0.50, 0.31, 0.28, 0.36, 0.43, 0.54, 0.51, 0.44], "multiplicity": 2, "de_lowest_kcal_mol": 40.7, "max_force_ev_per_a": 1.19}

# 4
{"formula": "C10H29BrMnNO5", "method": "ωB97M-V/def2-TZVPD", "species": ["Mn", "Br", "C", "O", "H", "H", "H", "H", "C", "C", "C", "C", "C", "C", "N", "O", "C", "C", "C", "H", "H", "H", "H", "H", "H", "H", "H", "H", "H", "H", "H", "H", "H", "H", "H", "H", "H", "H", "O", "H", "H", "O", "H", "H", "O", "H", "H"], "positions_angstrom": [[19.485, -5.833, -4.179], [17.514, -5.377, -4.299], [15.848, -2.247, -4.109], [17.113, -2.794, -4.628], [15.548, -2.904, -3.293], [16.031, -1.359, -3.504], [15.035, -2.205, -4.834], [17.110, -3.753, -4.585], [16.969, -2.691, 0.080], [17.940, -3.203, -1.012], [19.407, -3.082, -0.642], [19.949, -4.085, 0.377], [19.591, -5.542, 0.082], [18.077, -5.752, -0.410], [17.745, -4.613, -1.423], [16.622, -4.888, -2.164], [18.145, -7.012, -1.204], [17.105, -6.011, 0.743], [17.828, -2.207, -2.210], [15.903, -2.820, -0.107], [17.032, -1.607, 0.175], [17.214, -2.948, 1.110], [19.997, -3.109, -1.558], [19.533, -2.094, -0.198], [19.673, -3.797, 1.392], [21.033, -3.984, 0.322], [19.788, -6.100, 0.998], [20.325, -5.847, -0.664], [17.207, -7.363, -1.635], [18.732, -6.869, -2.112], [18.777, -7.781, -0.760], [17.050, -5.148, 1.407], [16.109, -6.328, 0.437], [17.320, -6.754, 1.510], [16.804, -1.945, -2.474], [18.290, -2.585, -3.122], [18.337, -1.249, -2.103], [16.919, -4.953, -3.075], [15.797, -3.876, -6.229], [16.371, -4.612, -6.016], [16.174, -3.134, -5.757], [15.946, -7.152, -5.864], [16.385, -6.407, -5.453], [16.614, -7.837, -5.896], [15.979, -7.093, -2.919], [15.445, -6.711, -2.223], [16.486, -6.358, -3.264]], "mulliken_charge": [0.58, -0.15, -0.94, -0.79, 0.34, 0.49, 0.48, 0.23, -1.74, 1.57, -1.17, -0.91, -0.97, 1.13, 1.09, -0.74, -1.50, -1.47, -2.31, 0.32, 0.48, 0.39, 0.43, 0.40, 0.40, 0.40, 0.40, 0.30, 0.61, 0.02, 0.45, 0.31, 0.30, 0.42, 0.10, 0.62, 0.51, 1.11, -0.67, 0.31, 0.63, -0.59, 0.15, 0.35, -0.83, 0.30, 0.13], "multiplicity": 6, "de_lowest_kcal_mol": 0.0, "max_force_ev_per_a": 8.99, "charge": 1}

# 5
{"formula": "C3H5NOS", "method": "ωB97M-V/def2-TZVPD", "species": ["C", "C", "C", "N", "O", "S", "H", "H", "H", "H", "H"], "positions_angstrom": [[0.851, 1.357, -0.128], [1.371, 0.423, 0.634], [-0.102, -1.264, -0.379], [-0.912, -0.122, -0.743], [0.939, -0.893, 0.610], [-2.101, 0.325, 0.382], [1.041, 2.420, -0.042], [2.169, 0.352, 1.353], [-0.586, -2.133, 0.209], [0.278, -1.503, -1.389], [-2.947, 1.038, -0.507]], "mulliken_charge": [-0.55, 0.07, -0.13, -0.38, -0.36, -0.06, 0.30, 0.41, 0.26, 0.26, 0.17], "de_lowest_kcal_mol": 138.2, "max_force_ev_per_a": 2.43}

Please write out number 5 again, unchanged.
{"formula": "C3H5NOS", "method": "ωB97M-V/def2-TZVPD", "species": ["C", "C", "C", "N", "O", "S", "H", "H", "H", "H", "H"], "positions_angstrom": [[0.851, 1.357, -0.128], [1.371, 0.423, 0.634], [-0.102, -1.264, -0.379], [-0.912, -0.122, -0.743], [0.939, -0.893, 0.610], [-2.101, 0.325, 0.382], [1.041, 2.420, -0.042], [2.169, 0.352, 1.353], [-0.586, -2.133, 0.209], [0.278, -1.503, -1.389], [-2.947, 1.038, -0.507]], "mulliken_charge": [-0.55, 0.07, -0.13, -0.38, -0.36, -0.06, 0.30, 0.41, 0.26, 0.26, 0.17], "de_lowest_kcal_mol": 138.2, "max_force_ev_per_a": 2.43}